Formula: CHAlO2
Source: the Open Molecules 2025 dataset
Level of theory: ωB97M-V/def2-TZVPD

Positions of all 5 atoms, in Å:
H1 -0.806 -1.201 0.274
O1 0.198 -0.810 -0.153
C1 -0.713 0.211 -0.363
O2 -0.241 1.286 0.076
Al1 1.561 0.513 0.166

The HOMO-LUMO gap (spin up / spin down) is 7.515 / 8.532 eV. Its net charge is +2. As for the electronic energy: -430.6649 a.u. The value obtained for the LUMO energy (spin up / spin down) is -15.387 / -15.575 eV. The calculation puts the energy above the lowest of the compared OMol25 structures with the same formula, charge and spin at 51.32 kcal per mole.